Density functional theory data (ωB97M-V/def2-TZVPD) for a structure of composition C35H29BHgN9O4S2 at a distorted geometry.

Computed properties:
2S+1: 2
Relative energy (zero: lowest compared OMol25 entry of this formula, charge and spin): 170.3 kJ/mol
E_HOMO (alpha / beta): 0.649 / -2.281 eV
Total charge: -2
Expectation value of S²: 0.7806

Geometry as XYZ:
```
81
Properties=species:S:1:pos:R:3:forces:R:3:mulliken_charge:R:1
Hg -0.70428 -1.68686 1.48540 0.8 -0.9 -0.2 1.4610
O 1.00846 -2.93597 2.36205 -2.7 0.4 0.1 -0.6796
C 2.24431 -2.71304 2.26866 1.7 -0.5 -0.1 -0.7445
C 2.93251 -1.84223 1.37763 -1.6 -0.4 0.8 0.7205
C 4.23088 -1.41595 1.76136 -0.9 -0.9 1.1 -0.7201
C 4.92458 -0.61151 0.91298 1.9 1.0 -0.2 0.0312
C 4.43896 -0.13721 -0.28101 -2.5 -0.6 -0.9 -0.8328
C 3.10495 -0.52277 -0.63683 0.1 0.4 0.0 -0.3403
C 2.21197 -1.30121 0.15734 3.5 0.2 1.2 0.5264
O 1.02215 -1.59195 -0.15018 -1.2 0.2 0.1 -0.7817
N 6.24642 -0.19302 1.31890 -0.8 -0.4 0.8 0.9559
O 6.54880 -0.45107 2.51923 0.8 1.0 -2.3 -0.6620
O 6.94281 0.37327 0.46609 0.4 -0.3 1.5 -0.6612
H 2.81149 -3.42834 2.93766 0.2 1.0 -0.5 0.1626
H 4.65667 -1.63667 2.77598 -0.6 0.0 -1.4 0.3399
H 4.87732 0.57101 -0.96587 0.7 -0.2 0.3 0.4101
H 2.75422 -0.13123 -1.58720 -0.2 0.0 0.0 0.2295
B 0.40504 -5.88923 0.63038 -1.8 -0.2 2.1 0.3053
N -1.02905 -5.29118 0.53687 -1.1 1.5 -0.6 -0.1618
C -2.16103 -5.97555 0.42609 -0.7 -0.7 -0.7 -0.1579
C -3.19109 -5.16546 -0.05348 2.0 0.9 0.1 -1.2012
C -2.54828 -3.90563 -0.22565 0.0 -1.9 0.8 -0.2152
N -1.28964 -4.00791 0.16662 1.0 0.9 0.2 -0.0918
N 1.02297 -5.88286 -0.70373 1.0 -1.4 -3.7 0.7657
C 2.31186 -6.19551 -1.00773 -1.0 1.1 -0.3 -0.6772
C 2.46814 -6.30037 -2.37978 -0.5 0.2 -1.2 -0.4726
C 1.09611 -6.13069 -2.85724 2.2 0.0 1.1 -0.3261
N 0.27937 -5.92953 -1.84192 -0.4 0.5 0.0 -0.7450
H 0.96015 -5.24522 1.44213 0.8 0.1 0.2 -0.2363
H 0.14818 -7.01913 1.02518 0.3 -0.2 0.0 -0.2402
H -2.10879 -7.04653 0.56512 -0.2 0.1 0.1 0.3783
H -4.12108 -5.44516 -0.42803 -1.4 -0.5 -0.2 0.4100
H -2.92637 -2.96889 -0.57077 -0.2 0.4 -0.1 0.5601
H 2.91376 -6.16320 -0.14907 1.4 -0.2 0.5 0.4779
H 3.38705 -6.31922 -3.05351 -1.4 -0.2 1.4 0.2653
H 0.80964 -6.06211 -3.89459 -0.4 -0.1 0.1 0.4035
C 0.97360 2.84979 0.86298 -1.5 1.2 0.2 -1.0739
C 0.49256 2.40593 2.21796 -0.1 -0.9 0.7 0.8119
C 1.11620 3.02091 3.37065 -1.0 -1.0 0.7 -0.7055
C 0.71245 2.68707 4.63962 -1.8 0.4 -1.4 -0.8684
C -0.48607 1.91292 4.69046 -0.2 -2.3 0.3 0.6772
C -1.05859 1.55455 5.92651 0.3 0.4 0.4 -0.4877
C -2.02899 0.58123 6.06106 0.2 1.3 1.1 -0.6023
C -2.61250 -0.01880 4.96439 0.9 -0.2 -2.2 -0.7091
C -2.04950 0.23044 3.67880 -0.5 -0.1 1.1 0.4814
S -2.78134 -0.69134 2.35397 1.0 -0.1 -0.5 -0.4234
C -0.97198 1.18363 3.52645 0.3 0.9 1.2 0.1380
N -0.42768 1.45500 2.31799 0.5 0.8 -0.6 -0.2927
H 0.98994 3.97195 0.99840 0.2 -0.9 -0.8 0.4539
H 0.27766 2.55874 0.03497 0.6 0.1 0.8 0.0539
H 1.95603 2.48108 0.67003 0.8 -0.2 -0.2 0.2715
H 1.86047 3.76009 3.29861 1.1 0.6 -0.7 0.4394
H 1.08243 3.12472 5.56785 0.2 -0.1 -0.4 0.3348
H -0.68103 2.10778 6.79722 -0.2 -0.5 -0.1 0.2411
H -2.33544 0.37470 7.08338 -0.3 -0.2 -0.2 0.3337
H -3.42411 -0.75909 5.00523 0.5 0.4 0.2 0.3792
N -1.70792 4.18345 -2.85749 2.1 1.2 0.1 -0.0951
C -2.49206 5.36533 -2.79684 -0.6 -0.3 0.8 0.4908
C -1.90206 6.59820 -2.41663 -1.4 -0.3 -1.0 -0.7284
C -2.78786 7.69170 -2.29653 0.3 0.0 -0.3 -0.3918
C -4.16846 7.50288 -2.42289 0.6 2.6 0.6 -0.5854
C -4.72261 6.29432 -2.62206 1.2 -2.8 -1.3 -0.5649
C -3.90917 5.17525 -2.91604 2.0 2.1 1.4 0.5398
S -4.58221 3.59437 -2.98936 -2.1 -0.2 -0.2 -0.1987
N -3.37070 2.49085 -3.16147 3.6 0.7 0.1 -0.5785
C -2.12039 2.91570 -3.04940 -3.2 -1.7 -0.2 0.6847
C -1.08843 1.87939 -3.25964 2.2 -0.5 -1.5 0.0874
C -0.49381 1.77187 -4.55292 -1.7 0.4 0.2 -0.4634
C 0.19701 0.61727 -4.85451 0.2 -1.0 -1.3 -0.2326
C 0.36917 -0.37655 -3.88567 0.4 1.0 -0.6 -1.0279
C 0.02821 -0.00617 -2.59220 -0.4 -0.7 -0.3 -0.2120
N -0.69342 1.06323 -2.28705 -1.0 0.9 0.1 -0.1576
H -0.68144 4.28225 -2.75013 -1.2 0.0 -0.1 0.2399
H -0.81307 6.71986 -2.32562 -0.6 -0.2 0.0 0.3321
H -2.40101 8.71135 -2.17508 -0.1 -0.5 0.1 0.3268
H -4.85122 8.36513 -2.33095 0.6 -0.4 0.1 0.2908
H -5.75708 6.12405 -2.63329 -1.4 0.1 0.0 0.4031
H -0.82717 2.41459 -5.39436 0.4 -0.2 0.8 0.3248
H 0.47891 0.44061 -5.93463 -0.2 0.2 1.4 0.2701
H 0.78071 -1.35661 -4.13750 0.0 0.4 0.3 0.4899
H 0.23277 -0.65547 -1.77335 0.4 -0.5 0.6 0.8472
```
Forces are in eV/Å.

=====

Density functional theory data (ωB97M-V/def2-TZVPD) for a structure of composition C38H42AsGeN2O4S2Sc at a distorted geometry.

Computed properties:
Relative energy (zero: lowest compared OMol25 entry of this formula, charge and spin): 281.9 kJ/mol
E_HOMO: -11.727 eV
Total charge: +2

Geometry as XYZ:
```
91
Properties=species:S:1:pos:R:3:forces:R:3:mulliken_charge:R:1
Sc 1.06260 -0.70782 -3.00735 2.2 -3.2 1.5 0.1525
O -0.21574 1.77629 -6.10958 0.5 -1.3 -0.2 -0.4195
C -0.05869 1.04541 -5.02372 1.4 0.4 -1.2 0.6111
O 0.91894 0.29711 -4.81515 -0.8 0.7 -1.3 -0.6218
C -1.01275 1.23128 -3.94599 -0.8 1.5 2.3 0.4407
C -1.97984 2.22723 -3.84346 -0.6 -0.4 0.4 -0.6885
C -2.69106 2.31921 -2.63335 1.1 -0.8 1.8 -0.3754
C -2.34134 1.55547 -1.48036 0.5 -0.9 -0.6 -0.5586
C -1.28862 0.58970 -1.63645 -1.0 2.0 -2.1 0.5134
N -0.65190 0.53880 -2.83772 -1.6 0.2 0.4 -0.0522
C -0.80365 -0.46456 -0.68056 2.0 -1.7 -0.9 0.2428
O -1.31964 -0.76009 0.34545 -0.9 0.6 0.9 -0.5836
O 0.24370 -1.13195 -1.19938 -0.5 1.3 -0.3 -0.5052
H 0.39033 1.48600 -6.85799 -0.6 0.4 1.2 0.4345
H -2.22281 2.94081 -4.61765 0.1 -0.3 -0.3 0.4963
H -3.46652 3.04134 -2.47824 -0.3 0.4 -0.3 0.5269
H -2.84634 1.64254 -0.48420 0.4 0.0 -1.2 0.5059
S 3.44370 -1.79241 -2.94356 -1.0 1.2 -0.1 -0.4314
C 3.08870 -3.20179 -1.95246 0.4 -0.8 0.9 0.2566
C 3.98025 -3.60041 -0.93983 -0.2 -0.3 0.4 -0.5486
C 3.79373 -4.82403 -0.24313 -0.1 0.1 -0.2 -0.5973
C 2.74084 -5.67810 -0.58582 -1.3 1.3 -2.1 -0.8238
C 1.79869 -5.25983 -1.60089 2.2 0.6 1.0 -0.2206
C 1.99388 -4.03687 -2.22877 0.2 -0.1 0.3 0.4790
As 0.82660 -3.43108 -3.61222 0.4 -0.7 -1.6 1.7603
C 1.77096 -4.12098 -5.19407 -0.4 0.8 -0.7 0.3636
C 2.09919 -5.45505 -5.31118 0.5 -0.3 -0.7 -0.0276
C 2.71480 -5.92945 -6.48558 -0.8 -0.5 0.6 -0.8412
C 3.00670 -5.04714 -7.49865 1.2 -0.1 -1.1 -0.3180
C 2.76267 -3.68152 -7.37896 0.2 -0.2 -0.3 -0.6548
C 2.03576 -3.27817 -6.28210 -0.4 1.6 0.5 -0.2388
C -0.54712 -4.77205 -3.54428 -1.6 0.2 -1.3 0.0947
C -1.12065 -4.92057 -2.30195 -0.7 -0.2 -0.1 -0.5008
C -2.19820 -5.77785 -2.11164 -1.1 -0.4 0.1 -0.7403
C -2.81724 -6.41348 -3.20523 2.4 1.2 -0.5 -0.5667
C -2.25881 -6.24694 -4.49693 0.0 0.2 1.2 -0.5680
C -1.16999 -5.40672 -4.66643 1.1 0.2 -0.2 -0.5007
H 4.82398 -2.94194 -0.68305 -0.4 -0.4 -0.2 0.4083
H 4.49102 -5.11832 0.56322 -0.4 0.2 -0.7 0.3689
H 2.57829 -6.67668 -0.25466 0.3 -0.4 0.8 0.4295
H 1.00048 -5.85894 -1.98622 -0.1 -0.6 0.4 0.5026
H 1.82761 -6.15628 -4.55422 0.0 -0.3 0.6 0.4880
H 2.88142 -7.01316 -6.62968 0.0 0.8 0.2 0.3599
H 3.48239 -5.43577 -8.41351 -0.2 0.3 0.5 0.3530
H 3.18650 -2.94746 -8.09201 -0.8 -0.6 0.3 0.3624
H 1.62804 -2.23933 -6.30430 0.6 -0.7 0.4 0.0079
H -0.75276 -4.28957 -1.51524 0.1 -0.2 0.6 0.6437
H -2.59762 -5.92139 -1.09238 0.1 0.1 -0.7 0.3582
H -3.66141 -7.01803 -3.10697 -1.2 -0.9 0.4 0.4858
H -2.63745 -6.79274 -5.35154 -0.2 0.1 0.1 0.4093
H -0.78718 -5.30500 -5.70508 0.0 0.1 1.0 0.3145
S -0.45668 1.16952 4.22249 -0.2 -0.9 0.1 -0.2510
C 0.90083 0.70114 5.23153 1.0 0.2 -0.8 0.4265
N 0.92593 0.79549 6.59110 -0.9 -1.3 -0.6 -0.0246
C 1.90543 0.21333 7.33409 0.2 0.2 -0.7 -0.2519
C 3.02045 -0.27201 6.69866 0.1 0.3 -0.4 -0.4558
C 3.15437 -0.21036 5.28957 -1.2 -0.3 0.5 -0.3094
C 2.02447 0.15795 4.55441 0.4 0.8 -0.3 -0.4765
H 0.01449 0.94193 7.04304 0.6 0.4 -0.2 0.3019
H 1.72931 0.17249 8.39653 0.1 0.0 0.1 0.4130
H 3.81378 -0.69810 7.27340 0.3 -0.1 0.4 0.4066
H 4.08143 -0.55031 4.82455 -0.4 0.1 0.0 0.4077
H 2.01827 0.17470 3.42835 0.0 -0.1 1.5 0.3634
C -1.49349 5.86011 0.03323 -1.0 0.3 0.3 -0.8788
C -0.17885 5.89700 0.80937 0.2 0.3 0.0 -0.6138
C -0.36057 5.51074 2.29628 -1.8 1.5 -0.2 -0.4363
C -1.14719 4.19172 2.54509 1.7 0.2 0.7 -1.1021
Ge -0.78420 3.40003 4.35899 0.1 0.9 -0.7 0.2204
C -2.14034 3.65150 5.66407 -1.5 -1.5 1.3 -0.7949
C -3.24411 4.69772 5.40628 0.8 -0.7 -0.5 -0.2055
C -3.27322 5.69791 6.52485 0.5 0.9 1.4 -0.7433
C -1.96263 6.50636 6.76269 -0.1 -0.5 0.0 -0.9259
H -1.36724 6.08922 -1.03171 0.1 -0.1 0.2 0.3708
H -2.24304 6.63535 0.42140 1.0 -1.2 -0.3 0.2693
H -1.94873 4.84057 0.11823 0.1 0.8 -0.1 0.1045
H 0.27698 6.92069 0.73359 -0.4 -0.9 0.2 0.3445
H 0.56582 5.21301 0.37434 -0.2 0.1 -0.1 0.2838
H -1.03173 6.32042 2.71659 1.0 -0.6 0.0 0.1620
H 0.61561 5.59017 2.73419 0.4 -0.2 0.7 0.4957
H -0.85503 3.50179 1.76954 -0.2 -0.6 -0.2 0.5406
H -2.18947 4.41459 2.51879 -0.8 -0.2 -0.3 0.5133
H 0.50330 3.85414 4.96227 0.9 0.3 0.1 0.0464
H -1.69547 3.80469 6.66465 0.1 0.1 -0.5 0.4628
H -2.64168 2.65563 5.80516 0.4 0.7 -0.3 0.4338
H -4.20103 4.16347 5.31279 0.2 0.4 0.0 0.3051
H -3.04048 5.18975 4.42770 -0.3 0.0 0.6 0.1203
H -3.50157 5.26936 7.53403 -0.3 -0.1 -1.0 0.2859
H -4.04404 6.39549 6.25233 -0.5 0.5 0.3 0.3898
H -1.11690 5.84944 7.05534 -0.5 0.3 0.0 0.2549
H -2.08372 7.29839 7.54111 0.0 -0.7 -0.7 0.3352
H -1.67348 6.94726 5.81608 0.2 0.5 -0.1 0.2251
```
Forces are in eV/Å.